# 1
Formula: C32H41NPSSbSiV
Source: OMol25
Level of theory: ωB97M-V with the def2-TZVPD basis set

Last column: Mulliken charge in e.
Element x y z (Å)
V 0.34 -0.03 0.21  -1.0023
C 5.47 3.56 -1.61  -1.0411
Si 4.45 3.58 -0.06  0.1969
C 2.97 4.69 -0.20  -1.0570
C 5.46 3.96 1.45  -1.0392
C 3.88 1.74 0.17  0.2157
C 4.88 0.80 0.45  -0.2512
C 4.61 -0.56 0.65  -1.4270
C 3.32 -0.99 0.56  -0.1213
N 2.32 -0.12 0.27  0.3318
C 2.61 1.19 0.10  0.7523
S 1.06 2.02 -0.19  -0.1915
H 5.84 4.57 -1.82  0.3748
H 4.88 3.24 -2.47  0.3439
H 6.34 2.91 -1.53  0.3637
H 3.35 5.71 -0.24  0.4050
H 2.30 4.63 0.66  0.3370
H 2.39 4.54 -1.11  0.3084
H 5.81 5.00 1.41  0.3816
H 6.36 3.34 1.55  0.3624
H 4.88 3.85 2.36  0.3439
H 5.91 1.13 0.53  0.4025
H 5.41 -1.25 0.88  0.4997
H 3.04 -2.02 0.72  0.4778
C -2.65 -3.64 0.81  -1.2316
C -3.54 -2.86 -0.12  0.6251
C -4.65 -3.50 -0.67  -0.7670
C -5.49 -2.86 -1.56  -0.8762
C -5.26 -1.53 -1.92  -0.7883
C -4.18 -0.87 -1.39  -0.7904
C -3.32 -1.52 -0.50  1.7971
P -2.03 -0.60 0.31  1.7515
C -1.79 1.05 -0.36  -0.4494
C -2.05 2.16 0.50  -0.9141
C -2.12 3.43 0.00  -0.9288
C -1.93 3.64 -1.36  -0.7989
C -1.66 2.59 -2.23  -1.0000
C -1.58 1.28 -1.76  2.0272
C -1.22 0.20 -2.74  -1.2867
C -2.29 -0.44 2.05  0.2775
C -3.55 -0.38 2.63  -1.2164
C -3.66 -0.06 3.97  -0.8051
C -2.52 0.23 4.71  -0.7859
C -1.26 0.18 4.14  -0.6863
C -1.13 -0.19 2.80  0.5620
C 0.20 -0.37 2.16  -0.6715
H -2.20 -4.48 0.28  0.4326
H -3.23 -4.06 1.63  0.5425
H -1.85 -3.05 1.26  -0.0128
H -4.85 -4.53 -0.39  0.5551
H -6.34 -3.39 -1.97  0.4576
H -5.93 -1.02 -2.60  0.5153
H -4.03 0.18 -1.63  0.4782
H -2.22 1.98 1.55  0.4205
H -2.33 4.27 0.66  0.5485
H -1.99 4.65 -1.77  0.4886
H -1.52 2.78 -3.28  0.5859
H -1.59 0.44 -3.73  0.5697
H -1.62 -0.78 -2.47  -0.1229
H -0.13 0.13 -2.83  0.2418
H -4.44 -0.58 2.03  0.5888
H -4.64 -0.01 4.44  0.5079
H -2.62 0.49 5.76  0.4606
H -0.38 0.38 4.73  0.5367
H 0.45 -1.44 1.97  0.2418
H 1.03 0.10 2.68  0.8572
C 0.89 -3.98 0.40  -1.2778
Sb 0.57 -2.49 -1.07  0.7531
C -0.88 -3.33 -2.35  -1.1367
C 2.31 -2.60 -2.26  -1.2249
H 1.13 -4.90 -0.14  0.5739
H 0.01 -4.13 1.01  0.3493
H 1.73 -3.71 1.03  0.4030
H -0.63 -4.39 -2.44  0.5640
H -0.79 -2.86 -3.33  0.4590
H -1.89 -3.21 -1.97  0.2817
H 2.12 -3.34 -3.03  0.5361
H 3.14 -2.92 -1.64  0.3979
H 2.54 -1.64 -2.72  0.4175

Output
Charge: +3
HOMO: -17.1 eV
Energy above the lowest of the compared OMol25 structures with the same formula, charge and spin: 0.0 kcal/mol
LUMO level: -10.5431 eV
Electronic energy: -3511.04870 a.u.

=====

# 2
Formula: C8H8IrN5O13S
Source: OMol25
Level of theory: ωB97M-V with the def2-TZVPD basis set

Last column: natural (NBO) charge in e.
Element x y z (Å)
Ir 1.81 -0.04 -0.13  1.6400
C 0.91 3.60 3.41  -0.2781
O 0.81 2.19 3.09  -0.4120
C 1.04 1.77 1.90  0.9315
O 0.88 0.55 1.63  -0.6178
N 1.42 2.63 0.91  -0.4752
N 1.52 2.03 -0.37  -0.5587
H 0.58 3.68 4.44  0.2489
H 0.24 4.17 2.76  0.2086
H 1.94 3.93 3.33  0.2051
H 1.83 3.54 1.05  0.4437
H 2.30 2.43 -0.90  0.4757
H 0.62 2.15 -0.86  0.4377
O 5.42 -0.70 -1.23  -0.8303
S 4.19 -0.12 -0.88  2.5071
O 2.93 -0.72 -1.62  -0.8167
O 3.98 1.32 -0.98  -0.9973
O 3.66 -0.46 0.56  -0.8118
O -4.06 -4.62 -0.32  -0.3392
N -4.23 -3.55 -0.85  0.5335
O -5.25 -3.16 -1.38  -0.3392
C -3.08 -2.63 -0.88  0.0019
C -3.22 -1.39 -1.51  -0.1000
C -2.14 -0.56 -1.52  -0.0168
C -0.89 -0.88 -0.94  0.4523
O 0.04 0.03 -1.04  -0.6824
C -0.81 -2.14 -0.32  -0.0963
C -1.91 -3.01 -0.29  -0.1074
N 0.37 -2.63 0.34  0.5563
O 0.35 -3.69 0.86  -0.1995
O 1.48 -1.98 0.34  -0.4078
N -2.22 0.78 -2.13  0.5273
O -2.26 1.72 -1.35  -0.3727
O -2.23 0.85 -3.33  -0.2989
H -4.16 -1.11 -1.96  0.2902
H -1.84 -3.98 0.18  0.2983

Output
Charge: +1
2S+1: 2
HOMO (spin up / spin down): -13.5 / -13.4 eV
Energy above the lowest of the compared OMol25 structures with the same formula, charge and spin: 8.1 kcal/mol
LUMO level (spin up / spin down): -5.5420 / -7.4963 eV
Electronic energy: -2063.45786 a.u.

=====

# 3
Formula: C22H55FN2O13P3
Source: OMol25
Level of theory: ωB97M-V with the def2-TZVPD basis set

Last column: Mulliken charge in e.
Element x y z (Å)
C -7.08 -2.16 -2.57  -0.6223
O -6.35 -3.16 -3.29  -0.3775
C -5.22 -2.63 -3.96  -0.6102
C -4.04 -2.28 -2.93  0.1861
C -2.60 -2.59 -3.50  -1.0644
C -1.39 -2.06 -2.63  -0.6164
C -1.76 -1.08 -1.44  -0.2993
C -2.36 -1.77 -0.15  0.1003
C -2.05 -0.78 1.07  -0.7453
C -2.04 -1.50 2.48  0.1488
F -2.59 -0.64 3.46  -0.3685
C -2.91 -2.82 2.49  -0.9301
C -2.78 -3.72 1.19  0.2517
C -2.43 -5.24 1.50  -1.1896
C -2.72 -6.19 0.25  -0.3668
N -2.48 -7.58 0.73  -0.5970
N -1.84 -3.13 0.15  0.2660
H -7.95 -1.73 -3.15  0.2875
H -7.51 -2.66 -1.66  0.2342
H -6.45 -1.30 -2.20  0.2340
H -5.48 -1.70 -4.54  0.3152
H -4.87 -3.40 -4.71  0.3596
H -4.21 -1.22 -2.61  0.3236
H -4.20 -2.98 -2.05  -0.0292
H -2.55 -2.26 -4.58  0.4697
H -2.51 -3.72 -3.53  0.2219
H -0.71 -1.49 -3.33  0.0790
H -0.76 -2.93 -2.26  0.3862
H -2.43 -0.27 -1.85  0.1968
H -0.81 -0.55 -1.15  0.1372
H -3.48 -1.75 -0.25  0.0804
H -2.82 0.05 1.10  0.2274
H -1.06 -0.24 0.94  0.3066
H -0.98 -1.79 2.72  0.3302
H -3.99 -2.56 2.66  0.3455
H -2.59 -3.44 3.38  0.3722
H -3.81 -3.75 0.71  0.2526
H -3.06 -5.64 2.35  0.3610
H -1.35 -5.34 1.81  0.4218
H -1.99 -5.92 -0.59  0.2911
H -3.79 -6.06 -0.06  0.3132
H -1.49 -7.66 1.00  0.2437
H -2.68 -8.25 -0.02  0.2479
H -1.88 -3.79 -0.64  0.3364
H -0.88 -3.07 0.51  0.4822
C 1.18 4.20 0.32  -0.7077
O 0.42 4.89 -0.68  -0.3481
P -1.25 4.48 -0.74  1.1100
O -1.06 3.37 -1.77  -0.6391
O -1.63 5.90 -1.43  -0.3594
C -0.92 6.33 -2.59  -0.6072
O -2.91 4.18 -0.48  -0.3614
C -3.20 2.96 0.18  -0.5920
H 2.21 4.55 0.27  0.2729
H 0.78 4.41 1.31  0.3825
H 1.16 3.12 0.13  0.2620
H -0.55 5.48 -3.17  0.2976
H -0.08 6.96 -2.28  0.2498
H -1.60 6.91 -3.20  0.2439
H -2.53 2.82 1.03  0.3106
H -3.09 2.13 -0.52  0.1385
H -4.23 2.99 0.54  0.3753
C 5.67 2.94 -1.90  -0.6420
O 6.05 1.57 -1.78  -0.3133
P 4.80 0.45 -2.14  1.0102
O 4.30 0.35 -0.70  -0.5456
O 5.89 -0.71 -2.48  -0.3361
C 6.92 -0.99 -1.55  -0.5732
O 3.58 -0.55 -2.79  -0.4042
C 2.27 0.02 -2.76  -0.5422
H 6.54 3.56 -1.67  0.2592
H 5.36 3.16 -2.93  0.3354
H 4.86 3.18 -1.21  0.2199
H 6.62 -0.78 -0.53  0.2716
H 7.81 -0.40 -1.81  0.2529
H 7.17 -2.05 -1.63  0.2422
H 2.30 1.05 -3.11  0.3709
H 1.86 -0.03 -1.75  0.2639
H 1.63 -0.56 -3.43  0.1113
C 6.44 2.88 5.65  -0.7388
O 5.05 3.19 5.75  -0.3137
P 4.12 2.75 4.37  1.0466
O 4.28 4.11 3.68  -0.6476
O 2.76 2.69 5.26  -0.2962
C 2.41 3.79 6.09  -0.6504
O 3.29 2.01 3.08  -0.2749
C 4.08 1.77 1.91  -0.6993
H 6.93 3.17 6.58  0.2424
H 6.58 1.80 5.51  0.3136
H 6.89 3.42 4.82  0.3223
H 2.80 4.73 5.70  0.3304
H 2.80 3.62 7.10  0.2531
H 1.32 3.85 6.14  0.2389
H 5.04 1.34 2.17  0.3552
H 4.23 2.70 1.36  0.3069
H 3.54 1.07 1.27  0.2094

Output
Charge: +1
HOMO: -11.0 eV
LUMO level: -4.0004 eV
Electronic energy: -3082.36006 a.u.

=====

# 4
Formula: C4H9NP
Source: OMol25
Level of theory: ωB97M-V with the def2-TZVPD basis set

Last column: natural (NBO) charge in e.
Element x y z (Å)
N 0.65 -1.67 -0.44  -0.7004
C -0.06 -0.82 0.57  -0.3249
C 0.57 0.54 0.65  -0.4460
C -0.13 1.42 -0.32  -0.4793
C -1.58 1.05 -0.13  -0.5441
P -1.93 -0.54 0.20  0.6660
H 0.06 -2.11 -1.16  0.4556
H 1.19 -2.44 -0.08  0.4386
H 1.42 -0.96 -0.68  0.4612
H 0.10 -1.37 1.42  0.2236
H 1.59 0.50 0.62  0.2171
H 0.26 1.05 1.62  0.2649
H 0.11 1.25 -1.40  0.2297
H 0.23 2.48 -0.21  0.2602
H -2.46 1.63 -0.65  0.2778

Output
Charge: +1
HOMO: -13.6 eV
Energy above the lowest of the compared OMol25 structures with the same formula, charge and spin: 34.2 kcal/mol
LUMO level: -4.3173 eV
SMILES: [NH3+][C@H]1CCC=P1
Electronic energy: -553.59475 a.u.

=====

# 5
Formula: C5H5NO
Source: OMol25
Level of theory: ωB97M-V with the def2-TZVPD basis set

Last column: natural (NBO) charge in e.
Element x y z (Å)
C 0.74 2.05 -0.92  -0.2081
C 0.55 0.89 -0.67  -0.0084
C 0.25 -0.52 -0.36  -0.4254
C 1.46 -1.25 0.06  0.2885
N 2.38 -1.84 0.43  -0.2942
C -0.84 -0.60 0.73  -0.0291
O -2.00 0.07 0.33  -0.6988
H 0.93 3.07 -1.15  0.2486
H -0.14 -1.00 -1.26  0.2771
H -0.43 -0.22 1.68  0.1757
H -1.11 -1.65 0.88  0.1971
H -1.78 1.01 0.25  0.4770

Output
HOMO: -10.8 eV
Energy above the lowest of the compared OMol25 structures with the same formula, charge and spin: 55.6 kcal/mol
LUMO level: 0.6998 eV
SMILES: C#C[C@@H](C#N)CO
Electronic energy: -323.43105 a.u.

=====

# 6
Formula: C5H13NO2
Source: OMol25
Level of theory: ωB97M-V with the def2-TZVPD basis set

Last column: natural (NBO) charge in e.
Element x y z (Å)
C 2.54 0.32 1.20  -0.6211
C 1.40 1.13 0.40  -0.3789
C 0.29 0.07 -0.10  -0.1496
C -0.16 -1.03 0.86  0.4284
O 0.50 -2.07 0.95  -0.5262
N -0.85 0.66 -0.84  -0.6569
C -1.06 0.00 -2.10  -0.4179
H 2.69 0.87 2.22  0.2119
H 3.33 0.18 0.46  0.2167
H 2.38 -0.62 1.49  0.2227
H 1.82 1.73 -0.47  0.2100
H 0.91 1.79 1.02  0.1884
H 0.98 -0.35 -0.99  0.1849
H -1.04 -0.84 1.45  0.1257
H -0.74 1.67 -0.90  0.3660
H -2.11 0.01 -2.19  0.1997
H -0.53 -0.98 -2.23  0.2153
H -0.59 0.69 -2.88  0.1747
O -3.20 -1.47 0.81  -0.9106
H -3.50 -0.70 0.28  0.4667
H -3.06 -1.05 1.58  0.4501

Output
HOMO: -9.0 eV
Energy above the lowest of the compared OMol25 structures with the same formula, charge and spin: 85.7 kcal/mol
LUMO level: 0.7218 eV
SMILES: CC[C@@H](C=O)NC.O
Electronic energy: -403.44008 a.u.